{"formula": "C24H56N8O6PS", "method": "ωB97M-V/def2-TZVPD", "multiplicity": 1, "homo_lumo_gap_ev": 6.110, "lumo_energy_ev": -4.6, "charge": 1, "species": ["C", "O", "C", "C", "C", "C", "C", "C", "N", "C", "N", "N", "C", "P", "S", "H", "H", "H", "H", "H", "H", "H", "H", "H", "H", "H", "H", "H", "H", "H", "H", "H", "H", "H", "H", "H", "C", "O", "N", "C", "C", "H", "H", "H", "H", "H", "H", "H", "C", "O", "N", "C", "C", "H", "H", "H", "H", "H", "H", "H", "C", "O", "N", "C", "C", "H", "H", "H", "H", "H", "H", "H", "C", "O", "N", "C", "C", "H", "H", "H", "H", "H", "H", "H", "C", "O", "N", "C", "C", "H", "H", "H", "H", "H", "H", "H"], "positions_angstrom": [[4.142685, -0.645604, 1.811218], [4.362476, 0.185099, 0.617029], [3.252282, 1.121234, 0.379268], [2.898347, 2.086533, 1.683932], [1.860255, 3.244698, 1.103799], [0.346747, 3.157944, 1.735306], [-0.399904, 1.687664, 1.455574], [-0.859398, 1.098226, 2.917223], [-1.750633, -0.151032, 2.826773], [-1.847423, -0.506337, 1.359328], [-1.288484, -1.636969, 0.815328], [-2.575682, 0.519973, 0.466837], [-1.781184, 1.837867, 0.556369], [-1.229543, 2.467960, -1.178747], [-2.280105, 1.657417, -2.613396], [4.466814, -1.758339, 1.529516], [4.941706, -0.291481, 2.618476], [3.042711, -0.651723, 2.212156], [2.332392, 0.524714, -0.029885], [3.579461, 1.859227, -0.499025], [2.237939, 1.412338, 2.412135], [3.846508, 2.525350, 2.211254], [2.344620, 4.291100, 1.405442], [1.883014, 3.234538, -0.088284], [-0.325979, 4.022572, 1.292214], [0.447195, 3.304580, 2.893971], [0.432944, 1.034882, 0.911340], [-1.561574, 1.933055, 3.401330], [0.015496, 0.936254, 3.682541], [-1.151264, -0.920550, 3.249788], [-1.526002, -1.924314, -0.159404], [-0.553477, -2.152560, 1.386570], [-3.546445, 0.642313, 0.829790], [-2.510632, 2.645414, 0.996132], [-1.326623, 3.932151, -1.141824], [0.210317, 2.201079, -1.294801], [-5.015321, 0.270784, 6.586828], [-5.573950, 0.548141, 7.640248], [-5.484599, -0.617961, 5.642972], [-4.762110, -0.892285, 4.418280], [-6.739455, -1.299785, 5.882148], [-4.054694, 0.732414, 6.305363], [-5.396977, -0.629953, 3.567241], [-4.520067, -1.958118, 4.381984], [-3.836764, -0.312008, 4.368171], [-7.532755, -0.554992, 5.997957], [-6.660185, -1.876596, 6.808630], [-6.980463, -1.968410, 5.051408], [3.855899, -4.276970, -1.855716], [2.912834, -4.246873, -1.075709], [4.509349, -3.173902, -2.362863], [5.620142, -3.293937, -3.284190], [4.072420, -1.852605, -1.962835], [4.268145, -5.230493, -2.224465], [6.501336, -2.824015, -2.838305], [5.362845, -2.783252, -4.216339], [5.842539, -4.342718, -3.498890], [4.156360, -1.764042, -0.875378], [3.023535, -1.723464, -2.246607], [4.681543, -1.082212, -2.443185], [9.927055, -2.465500, -2.329125], [10.688746, -2.919665, -3.173074], [9.951972, -2.768094, -0.984220], [9.013142, -2.186726, -0.047351], [10.947663, -3.696581, -0.491002], [9.131753, -1.750462, -2.596227], [9.570326, -1.631660, 0.712642], [8.444147, -2.990808, 0.427621], [8.321378, -1.507461, -0.552881], [11.943626, -3.304048, -0.717781], [10.823012, -4.656459, -1.001355], [10.844126, -3.837019, 0.588271], [-4.801630, -0.925526, -1.514481], [-5.360260, -0.648168, -0.461061], [-5.270909, -1.814270, -2.458338], [-4.548419, -2.088594, -3.683030], [-6.525765, -2.496094, -2.219161], [-3.841003, -0.463896, -1.795947], [-5.183287, -1.826263, -4.534068], [-4.306377, -3.154428, -3.719326], [-3.623073, -1.508317, -3.733138], [-7.319064, -1.751302, -2.103353], [-6.446495, -3.072906, -1.292679], [-6.766772, -3.164719, -3.049901], [-3.837867, 4.623283, -3.284176], [-3.009487, 5.342215, -3.827877], [-5.194052, 4.865719, -3.229949], [-6.110923, 3.963187, -2.565196], [-5.720155, 6.060258, -3.856883], [-3.545493, 3.689378, -2.776763], [-6.844146, 3.604906, -3.293317], [-6.622009, 4.505118, -1.764569], [-5.581266, 3.107250, -2.138191], [-5.471890, 6.041772, -4.922469], [-5.250888, 6.937516, -3.401283], [-6.804879, 6.116344, -3.732382]], "forces_ev_per_a": [[1.49, -1.01, 0.27], [-2.17, 0.53, 0.97], [0.84, 1.09, -0.15], [-1.82, -0.97, -1.04], [0.94, 0.84, 0.20], [0.12, -0.05, -0.37], [0.11, 0.62, 0.91], [-0.61, 2.53, 0.46], [2.89, -2.32, -4.06], [-0.36, 0.76, 0.27], [-0.86, 2.55, 1.92], [2.30, -1.63, 2.21], [0.83, 0.59, 1.18], [-0.37, -0.24, -0.65], [0.62, -0.07, 0.45], [-0.90, 2.36, 0.54], [-2.08, -0.68, -1.40], [2.12, 0.13, -0.78], [1.30, 1.05, 0.97], [-0.45, -1.80, 1.87], [1.74, 1.53, -1.12], [-1.90, -0.98, -1.15], [-1.34, -2.15, -0.67], [-0.29, -0.07, 2.59], [1.39, -1.69, 1.02], [-0.32, -0.21, -2.22], [-2.07, 0.97, 1.10], [1.66, -1.66, -1.04], [-1.62, 0.08, -1.71], [-1.32, 0.91, -0.35], [0.37, 0.48, 1.09], [-1.57, 0.61, -1.21], [0.86, -0.28, -0.37], [1.62, -1.41, -0.66], [0.22, -1.17, 0.30], [-1.15, 0.34, 0.45], [-0.82, -0.37, 0.29], [0.41, -0.43, -1.15], [0.76, 0.86, 0.61], [-0.28, 0.04, 0.28], [-0.15, 0.10, 0.32], [0.04, -0.04, -0.12], [0.17, -0.10, -0.15], [0.09, 0.02, -0.21], [-0.19, -0.05, 0.11], [-0.03, -0.23, 0.03], [-0.20, 0.03, -0.12], [0.13, 0.16, 0.12], [0.25, 0.84, -0.18], [0.43, 0.34, -0.36], [-0.65, -1.36, 0.45], [-0.08, 0.13, 0.04], [-0.19, -0.19, 0.27], [0.05, 0.11, -0.03], [0.07, -0.08, -0.21], [0.22, -0.08, -0.02], [-0.09, 0.17, 0.09], [-0.06, 0.22, -0.21], [0.06, 0.16, 0.06], [-0.07, -0.22, 0.08], [0.61, -0.56, 0.31], [-0.61, 0.27, 0.94], [-0.32, 0.48, -1.23], [0.24, -0.16, -0.07], [0.20, -0.09, -0.28], [-0.05, 0.03, 0.12], [-0.23, 0.03, 0.07], [-0.09, 0.17, 0.12], [0.15, -0.10, 0.00], [-0.04, -0.22, 0.09], [0.18, 0.04, 0.14], [-0.06, 0.10, -0.22], [-0.36, -0.84, -1.00], [0.12, -0.17, -0.10], [0.73, 1.14, 1.18], [-0.12, -0.03, 0.03], [-0.18, 0.10, 0.28], [-0.06, -0.06, -0.07], [0.21, -0.09, -0.07], [0.05, 0.09, -0.20], [-0.17, -0.03, 0.07], [-0.03, -0.24, 0.02], [-0.20, 0.01, -0.12], [0.14, 0.18, 0.14], [-0.72, 0.54, -0.10], [-0.64, -0.30, 0.34], [1.35, -0.40, 0.06], [0.05, 0.21, -0.14], [0.25, 0.15, -0.15], [-0.27, 0.19, -0.07], [-0.07, -0.10, 0.21], [-0.12, -0.21, 0.01], [0.01, 0.14, -0.10], [-0.11, 0.19, 0.10], [-0.14, 0.02, -0.19], [0.22, -0.10, 0.02]], "lowdin_charge": [-0.1179, -0.2755, -0.2222, -0.1543, -0.2031, -0.1639, -0.2878, -0.1496, 0.0491, -0.1670, 0.2433, 0.0263, -0.4167, 0.4185, 0.2150, 0.1088, 0.1176, 0.0877, 0.1152, 0.1444, 0.0936, 0.1369, 0.1306, 0.1015, 0.1198, 0.1256, 0.1243, 0.1511, 0.1443, 0.1370, 0.1622, 0.1726, 0.1241, 0.1522, 0.0207, -0.0070, -0.3288, 0.0187, -0.2105, -0.0812, -0.0462, 0.1226, 0.0896, 0.0882, 0.0476, 0.0971, 0.0968, 0.0886, -0.3262, -0.0163, -0.2028, -0.0526, -0.0500, 0.1331, 0.0780, 0.0938, 0.0908, 0.0648, 0.0907, 0.0961, -0.3350, 0.0118, -0.2113, -0.0721, -0.0490, 0.1220, 0.0893, 0.0861, 0.0784, 0.0960, 0.0945, 0.0879, -0.3528, -0.0230, -0.2030, -0.0554, -0.0439, 0.0440, 0.0958, 0.0920, 0.0803, 0.0969, 0.0936, 0.0929, -0.3684, -0.0024, -0.2072, -0.0621, -0.0482, -0.0026, 0.0911, 0.0892, 0.0766, 0.0957, 0.0940, 0.0889]}